DFT (ωB97M-V with the def2-TZVPD basis set) results for the molecule C3H4O3.

For the HOMO-LUMO gap, the calculation gives 8.95 eV. The value obtained for the HOMO energy is -8.81 eV.

Structure (ORCA input):
```
! RIJCOSX wB97M-V def2-TZVPD def2/J DEFGRID3
* xyz 0 1
C -1.10249 -0.60253 0.26372
C -0.56752 0.38277 -1.07278
C -0.38008 0.72860 0.22626
O -2.26506 -0.75104 0.53714
O -0.12068 -1.49936 0.55632
O 0.64538 1.11607 1.00547
H 0.16981 0.36701 -1.86827
H -1.55562 0.53644 -1.31722
H 0.52638 -1.75655 -0.12764
H 0.41113 1.07248 1.95562
*
```

DFT (ωB97M-V with the def2-TZVPD basis set) results for a cluster of 6 separate species, C20H49N4O5 in total.

For the HOMO-LUMO gap, the calculation gives 9.02 eV. The value obtained for the HOMO energy is -10.63 eV.

Structure (ORCA input):
```
! RIJCOSX wB97M-V def2-TZVPD def2/J DEFGRID3
* xyz 1 1
O -0.16118 -0.48906 0.28845
H 0.33110 -1.15940 -0.19102
H -0.86264 -0.26217 -0.32642
H -0.50504 -0.91451 1.07734
O -2.42812 -0.26612 -1.00449
C -3.22657 0.25690 -1.63416
N -3.32317 1.53944 -1.45645
C -4.34062 -0.40897 -2.44149
H -2.57049 2.08923 -1.06747
H -4.23942 1.93115 -1.62126
H -4.45535 0.32702 -3.23726
H -5.31976 -0.58422 -1.99577
H -4.11833 -1.39679 -2.84510
O 0.78011 -2.90511 -0.01771
C 1.04782 -4.01563 -0.40746
N 0.08432 -4.54445 -1.09883
C 2.42275 -4.70137 -0.33237
H 0.39994 -5.49244 -1.24647
H -0.84646 -4.25840 -1.36701
H 2.43403 -5.79046 -0.37544
H 2.82034 -4.45909 0.65319
H 3.11817 -4.39897 -1.11535
C 2.81295 0.64767 -1.66575
C 2.11091 1.31361 -2.70983
N 0.93257 0.61839 -3.19544
C 0.08363 1.45642 -3.93099
C -0.39411 2.69946 -3.16631
C 1.35801 -0.53424 -3.97470
C 0.88482 -1.83760 -3.34308
H 3.59095 0.01717 -2.09623
H 2.06574 0.11051 -1.08161
H 3.39977 1.40818 -1.15061
H 1.90957 2.36415 -2.50023
H 2.76911 1.57198 -3.53936
H 0.55372 1.88242 -4.81736
H -0.75714 0.80136 -4.15924
H -0.75280 2.37905 -2.18815
H 0.33521 3.47769 -2.94146
H -1.19100 3.15995 -3.75027
H 2.43394 -0.70517 -3.93948
H 0.96482 -0.48702 -4.99021
H 0.83796 -1.77537 -2.25587
H 1.50853 -2.68101 -3.63932
H -0.11929 -2.12451 -3.65540
C -1.36190 0.31594 4.57918
C -1.39682 -0.03197 3.10382
N -0.75154 -1.36966 2.82109
C -1.72857 -2.39897 3.05964
C -1.51340 -3.60790 2.13596
C 0.58738 -1.55598 3.38016
C 1.60236 -0.47957 2.90988
H -0.37602 0.43870 5.02759
H -1.82692 -0.47092 5.17308
H -1.90271 1.26082 4.63238
H -2.46017 -0.03798 2.86428
H -0.92362 0.84320 2.65857
H -1.82189 -2.64203 4.11808
H -2.72676 -2.02802 2.82704
H -1.42804 -3.28877 1.09722
H -0.64997 -4.22813 2.37657
H -2.32816 -4.32820 2.06221
H 0.96935 -2.55431 3.16674
H 0.70976 -1.61743 4.46152
H 2.32321 -0.42601 3.72573
H 1.29984 0.56601 2.85227
H 2.35830 -0.88055 2.23470
O -0.43836 2.47407 0.53256
C 0.32592 3.40699 0.89043
O 0.30996 4.47917 0.15560
C 1.03210 5.58800 0.77607
C 1.04558 5.20852 2.37109
C 1.08510 3.71796 2.27288
H 0.65175 6.60263 0.65787
H 2.07031 5.49167 0.45835
H 0.23570 5.72656 2.88473
H 1.93659 5.48914 2.93274
H 0.61447 3.15084 3.07600
H 2.09791 3.32654 2.17743
*
```

no.,lowest unoccupied orbital energy (hartree)
1,0.0054
2,-0.0593